76
Properties=species:S:1:pos:R:3:forces:R:3:lowdin_charge:R:1 method="wB97M-V/def2-TZVPD" e_homo_ha=-0.197 e_tot_ev=-320235.989 relative_energy_kcal_mol=50.1 total_charge=-1
Al -0.09308 -1.00025 0.12664 0.062 -0.103 -0.031 -0.69
C 3.04730 3.21996 -0.15197 -0.024 -0.151 -0.070 -0.14
As 0.50404 2.58463 1.02592 0.278 -0.058 -0.132 1.29
C 1.43578 3.74796 2.30405 -0.070 -0.023 0.077 -0.29
C -0.09809 3.93099 -0.29041 -0.112 -0.056 0.006 -0.33
C -1.49675 4.55166 -0.03913 0.078 -0.034 0.065 -0.69
C -1.54516 5.83688 -0.88003 0.004 0.002 0.024 -0.10
C -2.63947 3.63599 -0.50726 0.044 0.025 -0.018 -0.36
As -2.51164 1.68336 -0.17931 0.031 -0.112 0.014 1.10
C -3.21763 1.53999 1.63687 0.035 0.028 0.041 -0.33
C -4.18245 1.24822 -1.10138 0.014 0.026 -0.009 -0.32
C -1.62617 4.89519 1.45663 -0.020 0.013 -0.057 -0.40
As -3.07231 6.13714 2.00079 0.002 -0.003 -0.004 1.12
C -4.42934 4.86887 2.62998 -0.005 -0.002 -0.002 -0.35
C -2.30617 6.47707 3.77792 0.004 0.005 0.002 -0.36
H 2.51156 4.16181 -0.20178 -0.011 0.036 0.006 0.06
H 3.52211 3.04475 -1.11432 -0.009 0.016 -0.013 0.06
H 3.80694 3.24640 0.62505 0.026 0.020 0.002 0.10
H 1.80294 4.68116 1.87968 -0.012 -0.014 -0.006 0.03
H 2.26164 3.17820 2.73034 0.006 0.010 -0.005 0.03
H 0.72772 3.96531 3.10470 0.017 0.014 0.007 0.02
H -0.07348 3.41831 -1.25757 -0.005 0.025 0.011 0.07
H 0.62547 4.74707 -0.31767 0.051 -0.014 -0.006 0.07
H -1.25432 5.61778 -1.91010 -0.009 0.001 0.012 0.09
H -0.85987 6.59332 -0.48506 -0.006 -0.015 -0.009 0.08
H -2.54834 6.26452 -0.89075 -0.006 0.009 0.003 0.06
H -2.69069 3.69709 -1.59966 -0.019 -0.013 -0.006 0.08
H -3.59473 4.01342 -0.12835 -0.014 0.013 -0.003 0.06
H -4.07706 2.19235 1.78138 -0.034 0.024 -0.004 0.01
H -2.44345 1.76063 2.37260 0.007 0.033 -0.008 0.00
H -3.51843 0.50518 1.80119 -0.016 -0.060 -0.018 -0.04
H -5.00096 1.87722 -0.74741 0.006 0.002 0.006 0.02
H -4.41169 0.20360 -0.90021 0.001 -0.030 0.001 0.01
H -4.05613 1.38230 -2.17548 -0.003 -0.008 0.001 0.02
H -0.71503 5.40920 1.77909 -0.002 0.009 -0.004 0.06
H -1.72416 3.98563 2.06124 0.013 -0.008 -0.002 0.05
H -4.97088 4.43743 1.79010 -0.001 -0.007 -0.001 0.00
H -5.14000 5.41855 3.24815 -0.001 -0.001 -0.003 0.01
H -3.98412 4.06831 3.22009 0.004 -0.001 -0.003 0.02
H -1.42478 7.11112 3.68397 0.000 -0.005 0.001 0.01
H -2.02825 5.54228 4.26750 -0.004 0.003 -0.006 0.02
H -3.04024 6.99566 4.39400 0.002 0.001 0.002 0.01
S -0.96489 -4.63992 1.91112 0.013 -0.035 0.003 -0.18
Sb -1.99388 -2.63374 1.79786 -0.014 0.098 -0.113 0.00
S -0.36770 -0.86227 2.30877 0.006 0.001 -0.027 0.17
S -1.97090 -1.92337 -0.57409 0.043 0.018 0.000 0.19
S -3.99049 -2.15918 2.70725 -0.013 -0.013 0.015 -0.20
F 5.50640 1.74961 -1.12806 -0.042 0.074 -0.042 0.04
C 4.46956 0.94118 -0.80017 0.043 -0.003 0.027 -0.59
F 4.56993 0.82010 0.57262 -0.061 -0.006 0.037 0.01
F 4.80731 -0.28885 -1.28123 -0.065 -0.024 -0.065 0.02
S 2.21134 0.61806 -1.24152 -0.134 -0.480 -0.678 1.05
O 0.74932 0.30754 -0.76813 0.071 0.412 0.373 -0.52
O 2.13529 2.14005 0.11329 -0.284 0.481 0.280 -0.61
N 1.84903 1.48883 -2.49067 0.204 -0.167 0.276 -0.37
S 2.72101 1.95976 -3.72852 -0.033 -0.046 -0.100 0.58
O 2.37353 1.20709 -4.89269 0.073 -0.046 -0.012 -0.26
O 4.09274 2.25332 -3.45198 0.019 0.056 0.044 -0.27
C 1.91590 3.59489 -4.01246 -0.094 -0.052 0.093 -0.68
F 2.42411 4.13978 -5.11616 0.019 0.026 -0.038 0.14
F 0.59794 3.46568 -4.16763 0.025 0.029 -0.015 0.13
F 2.13423 4.43424 -2.99269 0.016 0.004 0.043 0.12
S 2.02154 -4.87539 -0.61836 -0.016 -0.067 -0.008 1.10
C 0.89297 -3.60866 -0.70448 -0.002 0.065 -0.018 -0.48
N 1.22717 -2.50303 -0.10234 -0.007 -0.007 0.107 -0.03
C 2.45687 -2.64003 0.55090 -0.034 0.053 -0.042 -0.27
C 3.08827 -1.67431 1.32856 0.010 0.019 0.027 -0.03
C 4.31290 -1.97764 1.88194 -0.019 0.010 -0.015 -0.06
C 4.90879 -3.22724 1.68152 0.008 -0.006 0.010 -0.08
C 4.28661 -4.19666 0.92316 -0.003 -0.008 0.003 -0.08
C 3.05136 -3.88705 0.36222 0.006 0.008 -0.027 -0.44
H -0.05442 -3.71194 -1.21439 -0.012 0.000 0.012 0.05
H 2.62706 -0.71207 1.50353 -0.012 0.004 -0.014 0.09
H 4.82479 -1.22798 2.46903 -0.001 -0.009 0.006 0.11
H 5.87211 -3.43619 2.12830 -0.008 0.000 -0.006 0.10
H 4.74017 -5.16709 0.77039 -0.005 0.015 0.000 0.11